A.
Molecular formula: C2H6ClNO
Method: DFT, ωB97M-V/def2-TZVPD

- HOMO (eV) = -9.90
- LUMO (eV) = 0.03

```
11
Properties=species:S:1:pos:R:3:lowdin_charge:R:1
C 1.4091 -0.9992 0.7207 -0.12
C -2.3176 0.7191 0.9564 -0.24
N 1.6300 0.2913 0.9142 -0.41
O -1.5296 -0.2067 0.2972 -0.28
Cl 1.2960 1.5394 -0.3415 0.48
H -0.7842 0.3464 -0.6112 0.18
H 0.8323 -1.4444 -0.1810 0.09
H 2.0277 -1.7126 1.3147 0.08
H -2.6473 1.6263 0.4910 0.06
H -1.6838 0.9065 1.8689 0.10
H -3.2838 0.2341 1.0091 0.07
```

B.
Molecular formula: C2H6ClNO
Method: DFT, ωB97M-V/def2-TZVPD

- HOMO (spin up / spin down) (eV) = -10.28 / -10.28
- LUMO (spin up / spin down) (eV) = -1.68 / -1.68

```
11
Properties=species:S:1:pos:R:3:lowdin_charge:R:1
C -0.0977 1.3724 0.0033 -0.17
C -0.1083 -0.9506 0.3085 -0.39
N 0.4223 0.1592 -0.5217 -0.19
O -1.3899 -1.2057 -0.2531 -0.04
Cl 2.6409 -0.1219 -0.1366 0.16
H -0.1803 1.3721 1.0919 0.08
H 0.6006 2.1241 -0.4502 0.09
H -1.0710 1.5669 -0.6558 0.16
H 0.4606 -1.8209 0.2602 0.07
H -0.2123 -0.8148 1.4097 0.13
H -1.0650 -1.6807 -1.0562 0.11
```

If you had to name the least stable structure above, which would it be? It would be A.